(1)
{
  "formula": "C21H25N2O2",
  "method": "the ωB97M-V functional and the def2-TZVPD basis",
  "elements": ["O", "O", "N", "N", "C", "C", "C", "C", "C", "C", "C", "C", "C", "C", "C", "C", "C", "C", "C", "C", "C", "C", "C", "C", "C", "H", "H", "H", "H", "H", "H", "H", "H", "H", "H", "H", "H", "H", "H", "H", "H", "H", "H", "H", "H", "H", "H", "H", "H", "H"],
  "positions_angstrom": [[2.889, -2.653, 0.272], [2.148, -1.084, 1.761], [-1.696, -2.663, 0.829], [0.072, 1.748, -0.490], [4.979, -3.801, 0.702], [-2.164, 4.092, 1.096], [1.108, 0.921, -0.437], [-0.781, 1.499, -2.898], [0.606, -2.177, 0.282], [-0.386, 2.528, 0.602], [-1.833, 2.859, -1.161], [-0.811, 1.975, -1.594], [-2.715, -2.625, 1.853], [-0.520, -2.047, 1.039], [-0.391, 3.632, 2.710], [-2.855, 2.732, -3.323], [0.223, 2.726, 1.829], [-1.580, 4.292, 2.350], [1.816, 0.478, -1.638], [1.922, -1.903, 0.863], [-1.824, 1.885, -3.761], [-1.985, -3.551, -0.280], [4.259, -2.476, 0.725], [-2.856, 3.239, -2.020], [-1.552, 3.219, 0.207], [-3.085, 4.588, 0.783], [0.054, 3.828, 3.682], [-2.049, 4.968, 3.062], [4.247, -2.059, 1.734], [2.816, 0.159, -1.306], [1.533, 0.755, 0.550], [-2.389, -1.952, 2.651], [1.912, 1.277, -2.388], [1.140, 2.195, 2.075], [-1.973, -4.607, 0.041], [4.653, -4.432, 1.534], [-3.016, -3.345, -0.596], [0.033, 0.866, -3.236], [-2.919, -3.627, 2.256], [4.841, -4.334, -0.243], [6.045, -3.627, 0.847], [-1.829, 1.521, -4.788], [1.320, -0.380, -2.118], [-1.302, -3.404, -1.120], [-3.659, 2.997, -4.008], [-0.485, -1.408, 1.929], [0.596, -2.716, -0.661], [-3.627, 3.913, -1.644], [-3.648, -2.256, 1.416], [4.717, -1.766, 0.028]],
  "forces_ev_per_a": [[-0.3745, 0.3200, 0.4185], [-0.1418, -0.7437, -0.8783], [0.4054, 0.4459, 0.1457], [1.5632, -1.8126, -0.2875], [-0.0463, -0.1807, 0.1523], [-0.0061, -0.1129, -0.0872], [-1.4047, 2.0281, -0.0231], [-0.0849, 0.0165, 0.0038], [0.4206, -0.0552, -0.3413], [-0.9434, 0.8944, 0.6786], [0.2655, -0.5684, -0.8628], [-0.8566, 0.8730, -0.4993], [-0.3436, 0.1867, 0.0467], [-0.0318, -0.2730, -0.0541], [-0.2756, -0.1077, -0.3935], [0.3154, -0.1907, 0.0222], [-0.1962, 0.0676, -0.0059], [0.2436, -0.2545, -0.0615], [0.6273, -0.7563, -0.2049], [0.1958, 0.8383, 0.3291], [-0.0477, 0.1384, 0.3831], [-0.3057, -0.1885, -0.0150], [-0.1851, 0.1617, -0.0557], [0.1959, -0.1755, 0.1579], [0.7121, -0.1387, 1.0826], [0.3092, 0.0152, 0.3040], [-0.0689, -0.0916, -0.1992], [0.1416, -0.1293, -0.1847], [0.0051, 0.0905, -0.2128], [-0.3382, -0.0203, -0.3249], [-0.0667, -0.1167, -0.0504], [-0.2164, -0.2275, -0.0725], [-0.0768, -0.1408, 0.3416], [-0.1389, 0.2156, 0.2054], [0.2300, 0.3097, -0.0812], [-0.0783, -0.0069, -0.2289], [0.2855, -0.0124, -0.1656], [-0.4383, 0.1096, -0.1706], [0.1976, 0.2083, -0.0165], [-0.0154, 0.0913, 0.1237], [0.0315, 0.0356, -0.0620], [0.0342, 0.0862, 0.3093], [0.1839, 0.1409, 0.1805], [-0.2015, -0.0256, 0.2400], [0.2367, -0.0424, 0.1428], [0.0954, -0.4805, -0.1057], [0.0646, -0.2519, 0.3522], [0.1372, -0.2144, -0.3281], [-0.0237, 0.0554, 0.1686], [0.0098, -0.0100, 0.1844]],
  "total_charge": 1,
  "de_lowest_kj_mol": 1.4,
  "orbital_gap_ev": 6.39,
  "total_energy_ha": -1074.969553,
  "lumo_ev": -4.462,
  "spin_multiplicity": 1
}

---

(2)
{
  "formula": "C9H16N5OS",
  "method": "the ωB97M-V functional and the def2-TZVPD basis",
  "elements": ["S", "O", "N", "N", "N", "N", "N", "C", "C", "C", "C", "C", "C", "C", "C", "C", "H", "H", "H", "H", "H", "H", "H", "H", "H", "H", "H", "H", "H", "H", "H", "H"],
  "positions_angstrom": [[2.297, 2.140, -1.122], [-2.125, 1.741, 0.465], [3.362, 1.294, 1.210], [2.372, 1.020, 0.270], [-4.071, 0.516, 0.227], [-0.703, -0.494, 0.103], [-2.036, -0.428, -0.161], [1.494, -1.257, -0.323], [4.759, -1.015, -0.622], [-5.083, 1.617, 0.155], [-2.706, 0.715, 0.211], [0.084, -1.126, -0.676], [2.439, -0.369, 0.052], [3.823, -0.863, 0.626], [4.217, 0.329, 1.418], [-4.762, -0.757, 0.016], [-5.840, 1.479, 0.940], [-0.152, -1.792, -1.508], [1.626, -2.329, -0.472], [1.053, 1.681, -1.486], [3.593, -1.617, 1.330], [-5.043, -0.612, -1.078], [-5.568, 1.884, -0.778], [5.845, -1.148, -0.222], [-3.922, -1.451, 0.152], [4.710, -0.140, -1.414], [3.191, 2.246, 1.475], [-5.629, -1.037, 0.626], [-2.431, -1.040, -1.014], [5.177, 0.274, 2.040], [-4.523, 2.417, 0.608], [4.553, -1.878, -1.049]],
  "forces_ev_per_a": [[-0.3569, -0.7469, 0.3758], [-0.1162, 0.4183, 0.1520], [0.4448, -0.6983, -1.2892], [-0.9973, -0.5791, -0.2554], [-2.5010, 0.9301, 0.2713], [-0.3293, 0.8370, -0.9149], [0.4974, -3.5608, -2.7140], [-0.0102, 0.5747, -0.0800], [3.2448, 4.0286, 2.6902], [1.7580, 0.2620, 2.4350], [-1.6893, 0.5172, 0.1456], [-0.1554, 0.4813, 0.5018], [0.3082, -2.6013, 0.8574], [-1.4819, 2.8398, -2.6941], [0.5325, 0.6009, 0.3815], [2.0256, 0.2158, -2.2400], [-0.0290, -0.5689, -0.4710], [-0.8397, 0.2999, -0.1719], [1.5385, 0.1857, 0.4767], [0.5562, 0.4417, 0.4710], [0.4812, -1.5976, 0.2364], [-0.2157, -1.3367, 1.1485], [0.4352, -0.4096, -0.4232], [-1.5835, 0.5055, -0.9465], [-1.0923, -0.7523, -0.2163], [-0.0915, -1.6482, 1.9729], [1.0817, 0.6724, 1.1059], [0.3886, 0.7101, 0.1464], [1.2083, 1.9457, 2.4770], [-1.8529, 0.9333, -0.5581], [0.0163, 1.0924, -0.5456], [-1.1752, -3.9927, -2.3252]],
  "total_charge": 1,
  "de_lowest_kj_mol": 238.6,
  "orbital_gap_ev": 6.90,
  "smiles": "C[C@H]1C=[NH+]N(S)/C1=C\\C=N\\NC(=O)N(C)C",
  "total_energy_ha": -1099.297612,
  "lumo_ev": -4.489,
  "spin_multiplicity": 1
}

---

(3)
{
  "formula": "C3H5N3O",
  "method": "the ωB97M-V functional and the def2-TZVPD basis",
  "elements": ["O", "N", "N", "N", "C", "C", "C", "H", "H", "H", "H", "H"],
  "positions_angstrom": [[-2.044, 0.988, 0.200], [0.919, 0.323, -1.042], [2.145, 0.395, -0.365], [-0.811, -1.084, -0.049], [-2.100, -0.393, 0.025], [2.508, -0.587, 0.405], [0.118, -0.422, -0.446], [3.527, -0.356, 0.747], [-2.555, -0.668, -0.934], [-2.664, -0.810, 0.852], [-1.702, 1.403, -0.605], [2.666, 1.209, -0.680]],
  "forces_ev_per_a": [[0.0919, 0.0973, -0.1046], [-0.0824, -0.4799, -0.0237], [0.3435, -0.2747, 0.3151], [0.4223, 0.4408, -0.6028], [-0.4540, -0.2430, 0.1026], [0.2936, 0.5313, -0.1983], [-0.2906, -0.1405, -0.1695], [0.0269, 0.1146, 0.1094], [-0.3060, 0.0822, 0.2276], [-0.0675, 0.0582, 0.0136], [-0.0770, -0.0802, 0.1945], [0.0994, -0.1061, 0.1361]],
  "total_charge": 0,
  "de_lowest_kj_mol": 521.5,
  "orbital_gap_ev": 9.73,
  "total_energy_ha": -356.658745,
  "lumo_ev": 0.774,
  "spin_multiplicity": 1
}

---

Please write out number 3 again, unchanged.
{
  "formula": "C3H5N3O",
  "method": "the ωB97M-V functional and the def2-TZVPD basis",
  "elements": ["O", "N", "N", "N", "C", "C", "C", "H", "H", "H", "H", "H"],
  "positions_angstrom": [[-2.044, 0.988, 0.200], [0.919, 0.323, -1.042], [2.145, 0.395, -0.365], [-0.811, -1.084, -0.049], [-2.100, -0.393, 0.025], [2.508, -0.587, 0.405], [0.118, -0.422, -0.446], [3.527, -0.356, 0.747], [-2.555, -0.668, -0.934], [-2.664, -0.810, 0.852], [-1.702, 1.403, -0.605], [2.666, 1.209, -0.680]],
  "forces_ev_per_a": [[0.0919, 0.0973, -0.1046], [-0.0824, -0.4799, -0.0237], [0.3435, -0.2747, 0.3151], [0.4223, 0.4408, -0.6028], [-0.4540, -0.2430, 0.1026], [0.2936, 0.5313, -0.1983], [-0.2906, -0.1405, -0.1695], [0.0269, 0.1146, 0.1094], [-0.3060, 0.0822, 0.2276], [-0.0675, 0.0582, 0.0136], [-0.0770, -0.0802, 0.1945], [0.0994, -0.1061, 0.1361]],
  "total_charge": 0,
  "de_lowest_kj_mol": 521.5,
  "orbital_gap_ev": 9.73,
  "total_energy_ha": -356.658745,
  "lumo_ev": 0.774,
  "spin_multiplicity": 1
}